{
  "formula": "C76H174N12O16",
  "method": "ωB97M-V/def2-TZVPD",
  "e_above_lowest_kj_mol": 263.0,
  "orbital_gap_ev": 8.64,
  "homo_energy_ev": -8.03,
  "max_force_ev_per_a": 4.11,
  "lumo_energy_ev": 0.61,
  "total_energy_ha": -4860.49769,
  "species": ["C", "O", "N", "N", "H", "H", "H", "H", "C", "O", "C", "C", "N", "C", "C", "O", "C", "H", "H", "H", "H", "H", "H", "H", "H", "H", "H", "H", "H", "H", "H", "H", "C", "O", "C", "C", "N", "C", "C", "O", "C", "H", "H", "H", "H", "H", "H", "H", "H", "H", "H", "H", "H", "H", "H", "H", "C", "O", "C", "C", "N", "C", "C", "O", "C", "H", "H", "H", "H", "H", "H", "H", "H", "H", "H", "H", "H", "H", "H", "H", "C", "O", "C", "C", "N", "C", "C", "O", "C", "H", "H", "H", "H", "H", "H", "H", "H", "H", "H", "H", "H", "H", "H", "H", "C", "O", "C", "C", "N", "C", "C", "O", "C", "H", "H", "H", "H", "H", "H", "H", "H", "H", "H", "H", "H", "H", "H", "H", "C", "C", "C", "C", "C", "C", "N", "O", "C", "C", "C", "H", "H", "H", "H", "H", "H", "H", "H", "H", "H", "H", "H", "H", "H", "H", "H", "H", "H", "H", "C", "C", "C", "C", "C", "C", "N", "O", "C", "C", "C", "H", "H", "H", "H", "H", "H", "H", "H", "H", "H", "H", "H", "H", "H", "H", "H", "H", "H", "H", "C", "C", "C", "C", "C", "C", "N", "O", "C", "C", "C", "H", "H", "H", "H", "H", "H", "H", "H", "H", "H", "H", "H", "H", "H", "H", "H", "H", "H", "H", "C", "C", "C", "C", "C", "C", "N", "O", "C", "C", "C", "H", "H", "H", "H", "H", "H", "H", "H", "H", "H", "H", "H", "H", "H", "H", "H", "H", "H", "H", "C", "C", "C", "C", "C", "C", "N", "O", "C", "C", "C", "H", "H", "H", "H", "H", "H", "H", "H", "H", "H", "H", "H", "H", "H", "H", "H", "H", "H", "H"],
  "positions_angstrom": [[0.2250, 5.4003, 1.9402], [-0.8436, 5.9282, 1.6545], [1.0285, 4.9695, 0.9743], [0.6965, 5.1666, 3.2048], [1.8348, 4.4383, 1.1683], [0.7088, 5.2074, 0.0086], [1.6360, 4.8244, 3.2051], [0.1540, 5.0456, 4.0577], [3.5397, 0.0634, 3.5378], [4.4429, 0.9545, 2.9304], [4.2503, 1.3077, 1.6151], [3.0694, 2.2716, 1.5272], [3.3029, 3.4584, 2.3235], [4.3591, 4.3921, 2.0869], [4.2282, 5.8410, 2.5762], [4.4161, 5.8756, 4.0093], [3.7160, 6.8408, 4.7847], [2.7951, 0.5158, 4.1370], [4.0801, -0.5165, 4.2973], [3.0328, -0.5419, 2.7819], [4.0632, 0.4795, 0.9204], [5.1422, 1.8554, 1.2858], [2.1695, 1.8046, 1.9170], [2.9768, 2.5146, 0.5018], [3.4515, 3.1827, 3.3145], [4.4086, 4.5008, 1.0421], [5.4125, 4.0848, 2.4463], [3.3455, 6.3350, 2.2437], [5.0059, 6.3848, 2.0886], [2.9277, 7.3269, 4.2320], [4.4250, 7.6485, 5.2123], [3.1804, 6.3288, 5.6633], [-0.6304, 7.3535, -1.1279], [-0.0338, 6.3023, -1.7634], [0.5507, 6.6462, -3.0097], [1.3137, 5.4963, -3.5591], [0.4832, 4.3030, -3.9740], [-0.6977, 4.6461, -4.8739], [-1.1860, 3.2245, -5.3931], [-2.4488, 3.3998, -6.0203], [-2.8943, 2.1745, -6.5991], [-1.3443, 6.9156, -0.3925], [-1.1369, 7.8543, -1.9054], [0.1167, 7.9942, -0.6909], [1.2663, 7.4376, -2.8108], [-0.3025, 7.0686, -3.5827], [1.9078, 5.1330, -2.7522], [1.9525, 5.8402, -4.3726], [0.1684, 3.7345, -3.2111], [-0.4126, 5.2711, -5.7667], [-1.5514, 5.1229, -4.3371], [-1.2305, 2.5365, -4.5343], [-0.3559, 2.9801, -6.0613], [-2.4174, 1.9587, -7.5540], [-3.9599, 2.2211, -6.7750], [-2.6182, 1.3111, -5.9797], [4.1001, 2.1262, 5.8463], [2.9596, 2.6493, 5.1798], [1.9071, 3.0693, 5.9289], [1.1186, 1.9478, 6.6988], [0.7592, 0.9143, 5.7756], [-0.0436, -0.1432, 6.4807], [-1.4261, 0.3561, 6.8992], [-2.3377, 0.2975, 5.7836], [-3.6887, 0.5277, 6.2340], [3.8420, 1.1997, 6.3647], [4.5298, 2.9236, 6.4493], [4.7235, 1.7962, 5.0070], [1.1246, 3.5702, 5.2525], [2.2219, 3.8833, 6.6100], [0.2918, 2.3894, 7.1706], [1.7939, 1.5264, 7.4503], [0.3777, 1.3243, 4.9007], [0.5298, -0.4401, 7.3506], [-0.2619, -1.0013, 5.8475], [-1.2680, 1.3734, 7.2638], [-1.8178, -0.2531, 7.6739], [-3.7905, 1.5287, 6.6888], [-3.9809, -0.1777, 7.0535], [-4.3922, 0.3707, 5.4559], [-4.1910, -2.4391, 3.1412], [-3.2526, -2.6029, 2.1296], [-3.8763, -3.3148, 1.0416], [-2.9581, -3.4287, -0.1254], [-1.7440, -4.2041, 0.1737], [-0.7510, -4.1193, -0.8312], [0.2698, -5.1870, -0.7601], [0.8723, -5.1585, 0.4930], [1.8302, -6.1613, 0.7933], [-4.6557, -3.3520, 3.5486], [-5.0394, -1.8563, 2.7808], [-3.7197, -1.8008, 3.9072], [-4.8012, -2.8000, 0.7486], [-4.1612, -4.3637, 1.4264], [-2.6310, -2.3900, -0.3486], [-3.4716, -3.8537, -0.9485], [-1.3802, -3.8359, 1.0361], [-0.2776, -3.0988, -0.8146], [-1.2566, -4.2615, -1.8002], [0.9053, -5.0282, -1.6064], [-0.2343, -6.1669, -0.9110], [1.9224, -6.2395, 1.8431], [2.7829, -6.0175, 0.2571], [1.4106, -7.1027, 0.4485], [4.1744, -2.4605, -0.8060], [5.5604, -2.3798, -0.3861], [6.1105, -3.5618, -0.0516], [7.3814, -3.4441, 0.7483], [8.4967, -2.8384, -0.0091], [9.7128, -2.9725, 0.7794], [10.7038, -1.9307, 0.2795], [10.2823, -0.6839, 0.8204], [11.0980, 0.4089, 0.3773], [3.4530, -2.3709, 0.0060], [4.0226, -3.3330, -1.4589], [4.0229, -1.5635, -1.4363], [6.4505, -4.1470, -0.9105], [5.3730, -4.1914, 0.4898], [7.7458, -4.4222, 1.0832], [7.2462, -2.8771, 1.6580], [8.2871, -1.8216, -0.1225], [10.0562, -3.9788, 0.4917], [9.6691, -2.9062, 1.8621], [10.6903, -1.8293, -0.8286], [11.7015, -2.0848, 0.6219], [10.9628, 0.6152, -0.6236], [12.1074, 0.0286, 0.6048], [10.9919, 1.2689, 0.9435], [-2.6498, 0.5474, 1.5325], [-1.2435, 1.1624, 1.7579], [-0.2652, 0.2189, 2.4315], [0.1499, -0.8523, 1.4353], [0.7569, -0.1904, 0.2240], [-0.0268, 0.8962, -0.4645], [-0.5085, 1.7929, 0.6576], [-1.3036, 2.8979, 0.0683], [0.9198, 1.7611, -1.3631], [-1.2054, 0.1578, -1.1558], [-1.4161, 2.3339, 2.7438], [-3.1993, 0.7564, 0.6094], [-3.3252, 0.8724, 2.2860], [-2.5149, -0.5158, 1.6470], [0.6330, 0.6376, 2.8756], [-0.8398, -0.2819, 3.2328], [-0.8200, -1.3263, 1.1982], [0.7870, -1.6388, 1.8836], [0.8653, -0.9752, -0.5097], [1.7068, 0.2159, 0.5427], [1.7973, 1.1677, -1.6861], [0.3967, 2.1355, -2.2090], [1.2981, 2.6919, -0.9000], [-1.5176, -0.6932, -0.6249], [-2.1066, 0.7976, -1.2836], [-0.8467, -0.1660, -2.1594], [-1.6948, 1.8887, 3.7041], [-2.0836, 3.1131, 2.3760], [-0.4657, 2.9083, 2.8403], [-0.9156, 3.7524, 0.3126], [0.3842, 0.0111, -4.9893], [1.2255, -0.7728, -6.0521], [2.6718, -0.5619, -5.9014], [3.2577, -1.1890, -4.6321], [2.9452, -2.7142, -4.6899], [1.4228, -2.9845, -4.7827], [0.9381, -2.2128, -6.0032], [-0.5264, -2.3830, -6.0742], [1.0712, -4.4553, -5.0798], [0.7682, -2.6150, -3.4746], [0.7921, -0.2149, -7.3765], [0.5785, -0.1568, -3.9143], [-0.6426, -0.3273, -5.1039], [0.4184, 1.0409, -5.2647], [3.2655, -0.9318, -6.7162], [2.8542, 0.5182, -5.8254], [2.7212, -0.6493, -3.8466], [4.2858, -0.9318, -4.6701], [3.2965, -3.1895, -3.7342], [3.4688, -3.2132, -5.5021], [0.0276, -4.5060, -5.3189], [1.6390, -4.7679, -5.9224], [1.3789, -5.1182, -4.2379], [-0.2937, -2.2807, -3.4676], [0.7991, -3.4419, -2.7732], [1.3611, -1.8444, -3.0080], [0.7974, 0.8713, -7.4424], [-0.1135, -0.6762, -7.7656], [1.6200, -0.5597, -8.1180], [-0.6112, -3.0723, -6.7623], [-3.6801, 5.7453, -0.7736], [-5.0774, 5.0815, -0.6244], [-6.0419, 5.7284, -1.5983], [-5.8230, 5.3272, -3.0617], [-5.9906, 3.8665, -3.1255], [-4.9281, 3.1431, -2.2856], [-5.1502, 3.5721, -0.8998], [-4.3771, 2.8812, 0.0712], [-5.3273, 1.6257, -2.3290], [-3.5423, 3.3645, -2.8366], [-5.4989, 5.2158, 0.8191], [-3.9008, 6.7784, -0.3706], [-3.3713, 5.8924, -1.7854], [-2.9518, 5.3324, -0.0686], [-7.0177, 5.3219, -1.2831], [-6.0174, 6.8041, -1.4716], [-4.8267, 5.5818, -3.3847], [-6.5807, 5.8224, -3.7096], [-5.8238, 3.4399, -4.1416], [-6.9985, 3.5227, -2.7795], [-6.3495, 1.5087, -2.0143], [-5.2959, 1.2523, -3.3738], [-4.6814, 1.1860, -1.6181], [-3.3299, 4.3972, -3.0011], [-2.7317, 2.8582, -2.2272], [-3.4623, 3.0159, -3.9149], [-6.4189, 4.6509, 1.0204], [-5.7690, 6.2295, 1.0400], [-4.7844, 4.9295, 1.5467], [-3.4534, 3.2034, -0.0338], [-0.9692, -5.1745, 3.4892], [0.1492, -4.9084, 4.5385], [0.6468, -6.0889, 5.3353], [1.9411, -5.7662, 6.1122], [3.0862, -5.2614, 5.1753], [2.6082, -3.9983, 4.3867], [1.3455, -4.4800, 3.7037], [0.8777, -3.4207, 2.8841], [2.5945, -2.7088, 5.1821], [3.7275, -3.8215, 3.2900], [-0.3890, -3.6375, 5.2613], [-1.7167, -5.8242, 3.9616], [-0.6146, -5.6669, 2.5557], [-1.4517, -4.1780, 3.2509], [-0.0859, -6.5165, 6.1074], [0.8511, -6.8549, 4.5808], [2.2739, -6.7172, 6.4978], [1.8663, -5.1138, 6.9516], [3.1883, -6.0973, 4.3626], [4.0660, -5.1707, 5.6835], [2.4108, -2.9431, 6.2253], [3.5001, -2.1651, 5.0955], [1.8163, -2.0367, 4.8335], [4.7126, -3.7331, 3.7533], [3.7195, -4.6517, 2.6037], [3.5217, -2.9517, 2.6516], [-0.5832, -2.9703, 4.4642], [0.3372, -3.2022, 5.9938], [-1.3112, -3.9136, 5.8431], [0.6278, -3.7710, 2.0170], [-3.2566, -3.3479, -3.8811], [-4.3540, -2.3597, -4.2698], [-5.1229, -2.8332, -5.5237], [-6.0462, -4.0483, -5.2402], [-7.1004, -3.5933, -4.2317], [-6.4438, -3.1410, -2.8814], [-5.3834, -2.1809, -3.2310], [-4.7453, -1.6410, -2.0618], [-7.4978, -2.4408, -2.0824], [-5.9338, -4.3474, -1.9843], [-3.6798, -1.0455, -4.5847], [-2.8895, -3.0802, -2.9159], [-2.3729, -3.1000, -4.4502], [-3.3957, -4.3662, -3.9909], [-5.6953, -2.0019, -5.8796], [-4.3591, -3.1177, -6.2176], [-5.5968, -4.9876, -4.9060], [-6.6163, -4.3486, -6.1719], [-7.8316, -4.3176, -3.9862], [-7.6164, -2.7619, -4.6276], [-8.2666, -3.1441, -1.8166], [-7.0825, -2.0138, -1.1505], [-8.0414, -1.6772, -2.6668], [-6.7754, -4.8680, -1.5556], [-5.1937, -5.0193, -2.4502], [-5.4682, -3.7737, -1.1917], [-4.4595, -0.3450, -4.8796], [-3.0297, -1.1680, -5.4610], [-3.1631, -0.6711, -3.6630], [-5.1765, -0.8446, -1.9389]],
  "lowdin_charge": [-0.698, 0.009, 0.196, 0.171, 0.043, 0.114, 0.050, 0.105, -0.097, -0.178, -0.214, -0.187, -0.071, -0.210, -0.193, -0.197, -0.120, 0.044, 0.085, 0.093, 0.116, 0.128, 0.102, 0.093, 0.104, 0.100, 0.152, 0.095, 0.107, 0.062, 0.103, 0.092, -0.132, -0.227, -0.233, -0.173, -0.033, -0.155, -0.243, -0.198, -0.097, 0.072, 0.071, 0.095, 0.122, 0.127, 0.103, 0.117, 0.051, 0.132, 0.101, 0.103, 0.108, 0.083, 0.085, 0.067, -0.054, -0.240, -0.228, -0.219, -0.037, -0.153, -0.210, -0.203, -0.097, 0.092, 0.100, 0.085, 0.122, 0.121, 0.081, 0.117, 0.101, 0.118, 0.085, 0.105, 0.105, 0.092, 0.093, 0.064, -0.135, -0.219, -0.203, -0.202, -0.019, -0.245, -0.238, -0.208, -0.071, 0.095, 0.084, 0.089, 0.114, 0.155, 0.114, 0.076, 0.071, 0.126, 0.124, 0.094, 0.143, 0.054, 0.095, 0.086, -0.061, -0.167, -0.303, -0.210, -0.061, -0.229, -0.228, -0.206, -0.075, 0.075, 0.082, 0.086, 0.123, 0.118, 0.122, 0.113, 0.125, 0.123, 0.118, 0.134, 0.103, 0.062, 0.094, 0.063, 0.009, -0.477, -0.130, -0.158, -0.151, -0.431, -0.029, -0.053, 0.002, 0.002, -0.028, 0.072, 0.076, 0.047, 0.094, 0.129, 0.094, 0.101, 0.103, 0.091, 0.091, 0.033, 0.067, 0.029, 0.078, 0.079, 0.075, 0.081, 0.073, 0.059, -0.012, -0.549, -0.167, -0.151, -0.099, -0.477, -0.027, -0.080, -0.019, -0.045, -0.035, 0.056, 0.067, 0.049, 0.115, 0.138, 0.090, 0.101, 0.113, 0.117, 0.065, 0.069, 0.096, 0.092, 0.044, 0.056, 0.081, 0.078, 0.115, 0.111, -0.022, -0.487, -0.134, -0.182, -0.168, -0.509, -0.080, -0.043, -0.015, -0.015, -0.043, 0.112, 0.054, 0.072, 0.128, 0.118, 0.095, 0.127, 0.130, 0.137, 0.082, 0.089, 0.047, 0.035, 0.099, 0.096, 0.098, 0.078, 0.068, 0.065, -0.025, -0.475, -0.131, -0.179, -0.124, -0.461, -0.060, -0.096, -0.035, -0.036, -0.037, 0.089, 0.086, 0.076, 0.143, 0.116, 0.096, 0.091, 0.140, 0.122, 0.078, 0.046, 0.075, 0.089, 0.054, 0.066, 0.045, 0.066, 0.108, 0.065, -0.017, -0.506, -0.110, -0.158, -0.134, -0.490, -0.054, -0.014, -0.050, 0.001, -0.041, 0.051, 0.058, 0.061, 0.112, 0.110, 0.102, 0.123, 0.106, 0.098, 0.078, 0.092, 0.097, 0.076, 0.083, 0.036, 0.074, 0.082, 0.099, 0.021]
}